The following is a quantum chemistry calculation of a molecular structure, C50H45NO4P2PdS, from OMol25.

Output
Kohn-Sham gap (alpha / beta) = 7.583 / 6.956 eV
HOMO level (alpha / beta) = -0.2577 / -0.2840 hartree
Multiplicity = 3
LUMO energy (alpha / beta) = 0.57 / -0.77 eV

XYZ file:
```
104
C50H45NO4P2PdS ωB97M-V/def2-TZVPD
Pd 1.30 -0.25 -0.18
C -5.50 -0.79 1.33
C -4.28 -1.72 1.37
C -4.71 -3.11 1.87
C -3.24 -1.14 2.32
C -3.54 -0.91 3.66
C -2.63 -0.32 4.52
C -1.39 0.08 4.04
C -1.03 -0.16 2.72
P 0.52 0.55 2.03
C 1.77 0.21 3.32
C 1.69 -0.92 4.14
C 2.74 -1.25 4.98
C 3.89 -0.47 5.01
C 3.98 0.64 4.19
C 2.94 0.97 3.34
C 0.07 2.31 2.22
C 0.67 3.21 3.08
C 0.24 4.54 3.11
C -0.78 4.97 2.28
C -1.40 4.06 1.43
C -0.97 2.74 1.39
C -1.97 -0.78 1.90
O -1.56 -0.96 0.61
C -2.40 -1.49 -0.34
C -1.83 -1.65 -1.60
C -2.64 -2.11 -2.62
C -3.96 -2.46 -2.37
C -4.47 -2.34 -1.09
C -3.70 -1.85 -0.04
P -0.03 -1.30 -1.80
C 0.71 -2.94 -1.39
C 0.37 -3.52 -0.17
C 1.01 -4.67 0.28
C 2.01 -5.25 -0.48
C 2.36 -4.68 -1.70
C 1.72 -3.54 -2.15
C 0.29 -1.14 -3.58
C 0.03 -2.16 -4.49
C 0.32 -2.01 -5.83
C 0.89 -0.82 -6.29
C 1.19 0.19 -5.39
C 0.89 0.03 -4.04
H -5.94 -0.68 2.33
H -6.27 -1.18 0.67
H -5.21 0.21 0.98
H -5.15 -3.05 2.86
H -3.85 -3.79 1.92
H -5.45 -3.55 1.20
H -4.52 -1.18 4.03
H -2.90 -0.14 5.55
H -0.70 0.59 4.70
H 0.80 -1.54 4.13
H 2.67 -2.13 5.61
H 4.71 -0.73 5.67
H 4.88 1.25 4.19
H 3.04 1.81 2.66
H 1.46 2.90 3.75
H 0.72 5.24 3.79
H -1.10 6.00 2.30
H -2.20 4.38 0.78
H -1.46 2.04 0.72
H -2.26 -2.19 -3.63
H -4.59 -2.82 -3.17
H -5.50 -2.63 -0.90
H -0.39 -3.07 0.45
H 0.73 -5.09 1.24
H 2.52 -6.14 -0.13
H 3.14 -5.13 -2.30
H 2.03 -3.10 -3.09
H -0.37 -3.11 -4.14
H 0.10 -2.81 -6.53
H 1.12 -0.70 -7.34
H 1.66 1.11 -5.73
H 1.13 0.82 -3.34
O -1.13 1.18 -1.78
C -0.30 2.08 -1.69
N 0.96 1.83 -1.25
S 2.17 2.91 -1.15
O 1.64 4.13 -2.16
O 2.18 3.49 0.19
C 0.31 4.43 -2.29
C -0.02 5.72 -2.69
C -1.35 6.04 -2.86
C -2.35 5.10 -2.64
C -2.00 3.81 -2.27
C -0.67 3.47 -2.08
H 0.77 6.44 -2.85
H -1.61 7.05 -3.17
H -3.39 5.36 -2.78
H -2.75 3.05 -2.11
C 4.83 0.68 0.23
C 4.39 -0.68 -0.30
C 4.18 -0.66 -1.81
C 3.18 -1.21 0.45
H 5.67 1.08 -0.34
H 5.13 0.61 1.28
H 4.02 1.40 0.17
H 5.20 -1.39 -0.09
H 3.37 0.02 -2.09
H 3.93 -1.65 -2.20
H 5.08 -0.31 -2.32
H 3.29 -1.12 1.53
H 2.91 -2.24 0.19
```

***

The following is a quantum chemistry calculation of a molecular structure, C50H45NP2RhTe, from OMol25.

Output
Total charge = +3
Kohn-Sham gap = 5.324 eV
HOMO level = -0.5518 hartree
Multiplicity = 1
LUMO energy = -9.69 eV

XYZ file:
```
100
C50H45NP2RhTe ωB97M-V/def2-TZVPD
Rh 1.26 0.74 0.72
C 3.00 0.36 2.33
C 3.61 0.65 1.09
C 3.36 1.87 0.46
C 2.47 2.80 1.06
C 1.88 2.51 2.29
C 2.14 1.28 2.93
H 3.20 -0.58 2.82
H 4.29 -0.07 0.65
H 3.83 2.12 -0.48
H 2.27 3.74 0.57
H 1.23 3.24 2.75
H 1.68 1.06 3.88
C -1.99 -0.14 -0.12
N -1.75 0.04 -1.54
C -0.91 1.09 -2.03
P 0.85 1.08 -1.54
C 1.37 2.72 -2.06
C 0.72 3.84 -1.52
C 1.04 5.11 -1.97
C 2.02 5.27 -2.95
C 2.65 4.17 -3.50
C 2.33 2.89 -3.06
C 1.68 -0.16 -2.53
C 3.07 -0.28 -2.50
C 3.70 -1.29 -3.20
C 2.95 -2.20 -3.93
C 1.56 -2.09 -3.97
C 0.92 -1.07 -3.27
C -2.72 -0.54 -2.42
C -3.01 0.03 -3.66
C -3.92 -0.57 -4.51
C -4.58 -1.73 -4.14
C -4.32 -2.27 -2.89
C -3.40 -1.69 -2.03
P -1.02 0.87 1.04
C -1.49 0.25 2.67
C -0.63 -0.45 3.52
C -1.06 -0.87 4.76
C -2.36 -0.61 5.17
C -3.23 0.07 4.33
C -2.80 0.51 3.09
C -1.72 2.53 0.98
C -2.68 2.87 0.03
C -3.26 4.14 0.05
C -2.89 5.05 1.02
C -1.97 4.70 2.00
C -1.40 3.44 1.99
H -1.80 -1.17 0.21
H -3.04 0.05 0.14
H -1.27 2.11 -1.83
H -0.84 1.02 -3.11
H -0.04 3.73 -0.75
H 0.53 5.97 -1.56
H 2.27 6.27 -3.30
H 3.39 4.30 -4.27
H 2.81 2.04 -3.51
H 3.67 0.43 -1.94
H 4.78 -1.35 -3.20
H 3.44 -2.99 -4.49
H 0.98 -2.79 -4.55
H -0.16 -1.02 -3.30
H -2.56 0.97 -3.97
H -4.13 -0.11 -5.47
H -5.29 -2.19 -4.80
H -4.85 -3.17 -2.58
H -3.22 -2.14 -1.07
H 0.38 -0.67 3.20
H -0.38 -1.39 5.42
H -2.70 -0.93 6.15
H -4.25 0.27 4.64
H -3.48 1.07 2.46
H -3.03 2.16 -0.71
H -4.01 4.39 -0.68
H -3.34 6.04 1.04
H -1.72 5.40 2.79
H -0.74 3.15 2.80
Te 1.24 -1.89 0.18
C -0.49 -3.04 0.50
C -0.92 -3.63 -0.69
C -1.98 -4.52 -0.67
C -2.60 -4.82 0.54
C -2.17 -4.22 1.72
C -1.11 -3.33 1.71
C 2.55 -2.70 1.60
C 3.84 -2.92 1.11
C 4.79 -3.50 1.93
C 4.46 -3.86 3.23
C 3.17 -3.65 3.71
C 2.21 -3.06 2.90
H -0.44 -3.39 -1.64
H -2.31 -4.99 -1.58
H -3.42 -5.52 0.56
H -2.65 -4.46 2.65
H -0.79 -2.88 2.63
H 4.09 -2.67 0.08
H 5.79 -3.68 1.55
H 5.20 -4.32 3.86
H 2.92 -3.94 4.72
H 1.22 -2.90 3.29
```